This record from the OMol25 dataset describes a cluster of 6 separate species, C27H61BF5N10O12P4S in total at a distorted geometry. The level of theory is ωB97M-V/def2-TZVPD.

Summary:
2S+1 ... 1
Net charge ... +1
Electronic energy ... -4803.734637 a.u.
Frontier orbital gap ... 7.13 eV

The geometry in XYZ format:
```
121
Properties=species:S:1:pos:R:3:mulliken_charge:R:1
C 2.66250 3.43624 -1.80235 -1.10
B 1.37337 2.84251 -1.15351 0.75
O 0.56361 1.98388 -1.83020 -0.50
C 0.93541 3.23028 0.35054 -1.05
C 0.61036 1.98689 1.16979 1.12
C 1.71895 0.92954 1.14778 -1.81
C 1.45872 -0.29667 0.26630 -0.94
C 0.16978 -1.01635 0.63664 -0.64
C 0.04613 -2.37102 -0.03189 1.01
F 0.58810 -2.32849 -1.27336 -0.32
F 0.70901 -3.31151 0.66893 -0.35
C -1.43847 -2.84133 -0.20914 0.63
F -2.25222 -2.18059 0.62095 -0.29
F -1.55938 -4.12544 0.04567 -0.25
F -1.85438 -2.62275 -1.44348 -0.32
N 0.29056 2.36478 2.60239 0.28
P 1.74142 2.63456 3.62839 0.42
N 2.10032 1.39124 4.47976 -0.77
C -0.71708 3.24345 2.66517 -1.42
N -1.40987 3.43913 3.79367 0.21
P -1.23446 2.63961 5.33922 0.15
S -0.37705 3.70202 6.67946 -0.28
N -1.23067 3.93435 1.59055 1.18
C -2.40739 3.19356 1.08463 -1.00
C -3.62200 4.07961 1.07153 -1.02
N -3.74376 4.97035 1.96616 -0.48
C -0.20490 4.29165 0.53187 1.73
P 0.67073 5.80398 1.16908 0.33
O 1.95229 6.00740 0.50632 -0.74
O -0.33386 7.02723 1.07462 -0.48
O 0.85203 5.47033 2.73610 -0.53
P -0.94408 4.87411 -1.10281 0.87
O 0.13499 5.50574 -1.85711 -0.71
O -2.13616 5.85782 -0.71898 -0.55
O -1.64979 3.68217 -1.88669 -0.40
H 3.27617 2.67468 -2.28464 0.40
H 3.25379 4.02803 -1.10785 0.34
H 2.32086 4.13982 -2.56797 0.31
H 0.82708 1.93434 -2.75781 0.26
H 1.85018 3.64387 0.77933 0.19
H -0.30503 1.56570 0.75767 -0.41
H 2.69031 1.36710 0.90744 0.29
H 1.83546 0.52350 2.15703 0.65
H 2.28175 -0.98103 0.48705 0.67
H 1.52866 -0.07814 -0.79398 0.23
H -0.71941 -0.43079 0.41343 0.25
H 0.17076 -1.18757 1.71543 0.30
H 2.67851 2.98222 2.65792 -0.02
H 1.39490 3.75237 4.38093 0.15
H 2.08169 1.61315 5.47088 0.31
H -2.14777 4.14082 3.72902 0.38
H -0.60513 1.45414 4.94999 0.16
H -2.56919 2.32081 5.59489 0.14
H -2.68460 2.36549 1.74447 0.62
H -2.17926 2.71868 0.14099 0.76
H -4.32985 3.86622 0.28251 0.66
H -4.61961 5.47904 1.87243 0.28
H -0.77966 7.25572 1.89811 0.38
H 0.17019 5.80311 3.33244 0.35
H -2.96068 5.63123 -1.17103 0.31
H -2.58684 3.48987 -1.68267 0.17
C 6.35305 -1.24167 -0.48565 -1.31
C 6.08363 -0.75348 0.91905 0.86
O 6.07891 0.43522 1.20525 -0.69
N 5.83698 -1.69491 1.86589 -0.15
C 5.79261 -3.13902 1.70342 -0.77
H 6.53584 -0.37626 -1.11464 0.30
H 7.22899 -1.89034 -0.51164 0.38
H 5.49757 -1.79303 -0.87814 0.36
H 5.67494 -1.31163 2.78389 0.22
H 4.81020 -3.51423 1.99496 0.28
H 6.54734 -3.59893 2.34226 0.16
H 5.99024 -3.42105 0.67614 0.36
C 11.05813 -3.89200 1.74645 -1.35
C 9.77848 -4.67701 1.91793 0.83
O 9.15579 -5.12076 0.96816 -0.65
N 9.33540 -4.87791 3.18962 -0.15
C 9.93567 -4.43065 4.43222 -0.84
H 11.27294 -3.82567 0.68501 0.31
H 10.95485 -2.88467 2.15137 0.35
H 11.89002 -4.38974 2.24521 0.39
H 8.48433 -5.41510 3.23812 0.24
H 10.18570 -5.28339 5.06494 0.29
H 9.24622 -3.78780 4.98205 0.28
H 10.84313 -3.87134 4.23381 0.31
C -4.56868 -3.36145 -3.09737 -1.01
C -5.95200 -3.45230 -3.70260 0.45
O -6.88594 -3.94772 -3.09641 -0.65
N -6.11794 -2.96131 -4.95972 -0.15
C -5.12747 -2.34994 -5.82322 -0.79
H -4.61046 -3.80109 -2.10594 0.25
H -3.84192 -3.91018 -3.69754 0.39
H -4.24467 -2.32396 -3.00840 0.40
H -7.05955 -3.05526 -5.30671 0.24
H -5.42124 -1.33061 -6.08188 0.26
H -5.02206 -2.91795 -6.74845 0.28
H -4.16257 -2.31700 -5.32865 0.30
C -4.35634 3.19255 -4.12971 -1.63
C -4.76547 3.74297 -2.78913 1.00
O -4.33735 3.24966 -1.73632 -0.71
N -5.61681 4.78245 -2.76976 -0.12
C -6.21361 5.47699 -3.90243 -0.91
H -3.67633 2.36282 -3.96592 0.31
H -5.22583 2.83464 -4.68072 0.53
H -3.85044 3.95456 -4.72266 0.40
H -5.86889 5.09498 -1.84449 0.24
H -5.93930 6.53089 -3.88425 0.31
H -7.29920 5.40046 -3.85874 0.31
H -5.87105 5.04433 -4.83480 0.36
C -3.80496 -6.63800 -0.45233 -0.77
C -4.09716 -8.03906 -0.94607 0.59
O -3.25220 -8.91636 -0.91694 -0.65
N -5.34481 -8.27811 -1.42726 -0.13
C -6.45914 -7.35283 -1.53352 -0.75
H -2.77698 -6.61162 -0.10590 0.27
H -3.92933 -5.91084 -1.25553 0.01
H -4.46632 -6.36906 0.37211 0.41
H -5.47932 -9.22587 -1.74185 0.22
H -7.30797 -7.71515 -0.95141 0.28
H -6.77181 -7.25661 -2.57361 0.26
H -6.18189 -6.37024 -1.16953 0.28
```